Run one
{
  "formula": "C6H11NS",
  "method": "the ωB97M-V functional and the def2-TZVPD basis",
  "lumo_ha": 0.022,
  "mol_weight_g_mol": 129.2,
  "smiles": "CC[C@@]1(C)CN1C=S",
  "orbital_gap_ev": 9.0,
  "homo_energy_ev": -8.369,
  "elements": ["C", "C", "C", "C", "C", "N", "C", "S", "H", "H", "H", "H", "H", "H", "H", "H", "H", "H", "H"],
  "xyz": [[2.38405, -1.18837, -0.92789], [1.03326, -0.85109, -1.54253], [-0.13386, -0.78235, -0.56926], [-1.46939, -0.44260, -1.20167], [-0.15695, -1.63406, 0.68218], [0.13813, -0.23130, 0.73958], [-0.41632, 0.77574, 1.43705], [-0.75186, 2.27734, 0.86800], [3.13649, -1.11112, -1.65776], [2.42188, -2.21178, -0.53039], [2.63308, -0.48687, -0.11014], [0.77112, -1.60002, -2.31183], [1.10442, 0.12327, -2.03513], [-1.41473, 0.54624, -1.67564], [-2.25584, -0.40096, -0.45786], [-1.71453, -1.22005, -1.99319], [-1.14673, -1.94284, 1.05744], [0.65035, -2.31547, 0.88844], [-0.56731, 0.53761, 2.49373]]
}

Run two
{
  "formula": "C6H11NS",
  "method": "the ωB97M-V functional and the def2-TZVPD basis",
  "lumo_ha": [0.001, -0.016],
  "mol_weight_g_mol": 129.2,
  "orbital_gap_ev": [7.8, 8.0],
  "homo_energy_ev": [-7.757, -8.409],
  "elements": ["C", "C", "C", "C", "C", "C", "N", "S", "H", "H", "H", "H", "H", "H", "H", "H", "H", "H", "H"],
  "xyz": [[1.95686, 2.11322, -0.34401], [0.95184, 1.82240, 0.37750], [-0.64258, -0.50799, -0.54985], [0.46410, -1.29124, 1.63353], [-2.89211, -0.23539, -0.97434], [0.50938, -0.80932, 0.18297], [-1.84205, -0.66731, -0.08085], [2.05265, -1.14345, -0.66522], [2.48177, 3.03677, -0.53203], [2.24914, 1.25351, -1.11075], [0.57560, 2.28802, 1.32988], [-0.57977, -0.50188, -1.66115], [1.47621, -1.15964, 1.98140], [0.05312, -2.26686, 1.61986], [-0.26660, -0.55084, 2.02417], [-3.56822, 0.53423, -0.54903], [-3.37210, -1.17780, -1.01348], [-2.45454, -0.04960, -1.97937], [2.84729, -0.68681, 0.31077]]
}

Going by the computed energies, the most stable comes first: run one, run two.

Run one
{
  "formula": "C5H11O3",
  "method": "the ωB97M-V functional and the def2-TZVPD basis",
  "lumo_ha": 0.139,
  "total_charge": -1,
  "mol_weight_g_mol": 119.1,
  "orbital_gap_ev": 8.0,
  "homo_energy_ev": -4.204,
  "elements": ["C", "C", "C", "O", "H", "H", "H", "H", "H", "H", "H", "H", "C", "C", "O", "O", "H", "H", "H"],
  "xyz": [[1.08868, 1.50248, -0.73228], [1.58225, 0.76818, 0.50773], [0.96566, 0.51598, -1.90390], [-0.10428, 2.19512, -0.49874], [1.84257, 2.20269, -1.06517], [2.64184, 0.52516, 0.37905], [0.12602, -0.15193, -1.79804], [1.07841, 1.07977, -2.83623], [1.91445, -0.03729, -2.00341], [-0.84804, 1.56829, -0.58348], [1.04790, -0.18359, 0.60892], [1.40812, 1.27609, 1.45670], [-1.71130, -2.26092, 1.12419], [-1.89791, -0.71360, 1.35245], [-1.85840, -0.06840, 0.27818], [-2.08529, -0.33739, 2.51950], [-2.69018, -2.68394, 0.85585], [-1.51448, -2.85640, 2.02174], [-0.98603, -2.34029, 0.31696]]
}

Run two
{
  "formula": "C5H11O3",
  "method": "the ωB97M-V functional and the def2-TZVPD basis",
  "lumo_ha": 0.144,
  "total_charge": -1,
  "mol_weight_g_mol": 119.1,
  "orbital_gap_ev": 8.4,
  "homo_energy_ev": -4.444,
  "elements": ["C", "C", "C", "O", "H", "H", "H", "H", "H", "H", "H", "H", "C", "C", "O", "O", "H", "H", "H"],
  "xyz": [[1.63548, -0.90994, -1.52115], [1.82110, 0.40704, -0.76602], [2.26236, -2.06155, -0.66677], [0.28276, -1.22917, -1.62946], [2.08283, -0.81444, -2.55040], [2.77972, 0.55140, -0.22536], [2.04155, -1.75525, 0.38671], [1.80755, -3.03980, -0.74020], [3.36256, -2.12547, -0.86864], [-0.23246, -0.66771, -1.00239], [1.17129, 0.27295, 0.11782], [1.51891, 1.32234, -1.29505], [-1.37761, 1.37364, 2.57838], [-1.76751, 0.91873, 1.03667], [-0.76100, 0.36073, 0.51244], [-2.75930, 1.34401, 0.44495], [-2.03525, 0.92549, 3.32685], [-1.34365, 2.45041, 2.71765], [-0.35466, 0.99419, 2.55253]]
}

Run three
{
  "formula": "C5H11O3",
  "method": "the ωB97M-V functional and the def2-TZVPD basis",
  "lumo_ha": 0.130,
  "total_charge": -1,
  "mol_weight_g_mol": 119.1,
  "orbital_gap_ev": 7.5,
  "homo_energy_ev": -4.011,
  "elements": ["O", "C", "O", "C", "C", "C", "C", "H", "H", "H", "H", "H", "H", "H", "H", "H", "H", "H", "O"],
  "xyz": [[2.64166, -1.82716, 0.44600], [2.28013, -0.73122, -0.06563], [2.96900, -0.05893, -0.85381], [1.02544, -0.11297, 0.61706], [0.15634, 0.86048, -0.17002], [-0.78555, 0.04514, -1.11400], [-1.87173, 0.82921, -1.90921], [0.45418, -0.95944, 0.99084], [1.37108, 0.59979, 1.44987], [-0.54686, 1.32081, 0.54863], [0.73599, 1.60864, -0.70711], [-0.10020, -0.29993, -1.86135], [-1.15272, -0.84329, -0.53140], [-1.51635, 1.06874, -2.90843], [-2.08387, 1.73945, -1.34203], [-2.82179, 0.30341, -1.84280], [0.52435, -1.27998, 2.85808], [-1.01598, -0.92222, 2.98070], [-0.26314, -1.34055, 3.41462]]
}

Run four
{
  "formula": "C5H11O3",
  "method": "the ωB97M-V functional and the def2-TZVPD basis",
  "lumo_ha": 0.139,
  "total_charge": -1,
  "mol_weight_g_mol": 119.1,
  "orbital_gap_ev": 8.0,
  "homo_energy_ev": -4.193,
  "elements": ["C", "C", "C", "O", "O", "H", "H", "H", "H", "H", "C", "C", "O", "H", "H", "H", "H", "H", "H"],
  "xyz": [[0.32188, 1.20543, 0.01717], [0.43268, 2.79553, -0.33059], [1.70092, 0.48817, 0.39142], [1.68240, -0.05780, 1.51110], [2.59144, 0.61320, -0.49759], [-0.45496, 1.10930, 0.89238], [0.01196, 0.72215, -0.89431], [-0.07760, 3.48705, 0.30197], [-0.02221, 2.91454, -1.29333], [1.50043, 3.21908, -0.18199], [-1.11095, -1.78562, 0.61871], [-0.25858, -2.31519, -0.55048], [-2.26486, -1.21398, 0.13365], [-1.43695, -2.57004, 1.35582], [-0.58460, -1.05968, 1.20431], [-1.00249, -2.53459, -1.21741], [-1.90394, -0.25665, -0.24628], [0.43326, -3.18267, -0.33134], [0.44215, -1.57823, -0.88319]]
}

Going by the computed energies, the most stable comes first: run one, run three, run two, run four.

Run one
{
  "formula": "C5H11O3",
  "method": "the ωB97M-V functional and the def2-TZVPD basis",
  "lumo_ha": 0.149,
  "total_charge": -1,
  "mol_weight_g_mol": 119.1,
  "orbital_gap_ev": 8.6,
  "homo_energy_ev": -4.591,
  "elements": ["C", "C", "O", "H", "H", "H", "H", "H", "H", "C", "C", "C", "O", "O", "H", "H", "H", "H", "H"],
  "xyz": [[1.76200, -0.92211, -1.48354], [2.51793, 0.41370, -1.48171], [0.40431, -0.80407, -1.18033], [1.81937, -1.31687, -2.50856], [2.24314, -1.61259, -0.77608], [3.40246, 0.24885, -2.12072], [0.34855, -0.63390, -0.11168], [2.91368, 0.66768, -0.49949], [2.00195, 1.22416, -1.95964], [-1.90028, -0.24531, 0.90311], [-2.40781, 1.21615, 1.05173], [-0.70640, -0.52597, 1.78278], [-0.85872, -0.57503, 3.00739], [0.45544, -0.55722, 1.21963], [-2.75537, -0.87418, 1.14549], [-1.61239, -0.31283, -0.14588], [-2.59575, 1.38606, 2.10948], [-3.30226, 1.28343, 0.44570], [-1.72984, 1.94001, 0.60231]]
}

Run two
{
  "formula": "C5H11O3",
  "method": "the ωB97M-V functional and the def2-TZVPD basis",
  "lumo_ha": 0.138,
  "total_charge": -1,
  "mol_weight_g_mol": 119.1,
  "orbital_gap_ev": 8.0,
  "homo_energy_ev": -4.220,
  "elements": ["C", "C", "C", "O", "H", "H", "H", "H", "H", "H", "H", "H", "C", "C", "O", "O", "H", "H", "H"],
  "xyz": [[-1.07913, -0.56069, 0.77611], [-2.38492, -0.96551, 1.76690], [0.37939, -0.53819, 1.43249], [-1.05790, -1.24638, -0.43150], [-1.32511, 0.47840, 0.56850], [-2.95893, -0.02491, 1.88580], [0.43835, -0.41976, 2.52589], [0.93508, -1.41422, 1.06953], [0.91454, 0.23068, 0.91703], [-0.30437, -1.10133, -0.87683], [-1.99140, -1.24970, 2.76139], [-2.83016, -1.86602, 1.33276], [1.16817, 1.76442, -2.02455], [2.15966, 0.60830, -1.86180], [2.05542, -0.06760, -0.72442], [2.99256, 0.58447, -2.73241], [1.73256, 2.61990, -1.61191], [0.15868, 1.38274, -1.62479], [0.99751, 1.78540, -3.14820]]
}

Going by the computed energies, the most stable comes first: run one, run two.

Run one
{
  "formula": "C5H11O3",
  "method": "the ωB97M-V functional and the def2-TZVPD basis",
  "lumo_ha": 0.140,
  "total_charge": -1,
  "mol_weight_g_mol": 119.1,
  "orbital_gap_ev": 8.2,
  "homo_energy_ev": -4.407,
  "elements": ["C", "C", "O", "O", "H", "H", "H", "C", "C", "C", "O", "H", "H", "H", "H", "H", "H", "H", "H"],
  "xyz": [[-2.41652, 0.58519, -0.86818], [-2.48197, 0.00549, 0.57572], [-1.85260, -1.07027, 0.76792], [-3.21587, 0.59675, 1.39023], [-2.20180, -0.28004, -1.49657], [-1.76439, 1.45544, -0.93005], [-3.41214, 0.95107, -1.14419], [1.62829, -0.58807, 0.33558], [1.88578, -0.36104, -1.19239], [1.42353, 0.71767, 1.16931], [0.65703, -1.58137, 0.49709], [2.52498, -1.02121, 0.77941], [2.94506, -0.28982, -1.44295], [2.02677, 0.56055, 2.05787], [1.39904, 1.59611, 0.52010], [0.37069, 0.72405, 1.48100], [-0.24853, -1.24166, 0.70795], [1.30664, 0.48558, -1.56890], [1.42600, -1.24442, -1.63896]]
}

Run two
{
  "formula": "C5H11O3",
  "method": "the ωB97M-V functional and the def2-TZVPD basis",
  "lumo_ha": 0.138,
  "total_charge": -1,
  "mol_weight_g_mol": 119.1,
  "orbital_gap_ev": 8.2,
  "homo_energy_ev": -4.471,
  "elements": ["C", "C", "C", "O", "H", "H", "H", "H", "H", "H", "H", "H", "C", "C", "O", "O", "H", "H", "H"],
  "xyz": [[0.44917, -1.17161, -0.06227], [1.68505, -1.70563, -0.86508], [-0.46379, -2.28400, 0.46990], [0.96391, -0.44295, 1.02460], [-0.05286, -0.43594, -0.71374], [1.64738, -2.77094, -1.11563], [-1.49249, -2.23688, 0.09979], [-0.11481, -3.28397, 0.21244], [-0.46272, -2.24094, 1.56318], [0.82879, 0.52271, 0.88280], [2.54936, -1.50858, -0.24718], [1.81578, -1.18198, -1.82451], [-1.60826, 2.62945, -0.27698], [-0.33633, 2.63871, 0.60192], [0.65503, 2.09541, 0.03088], [-0.42745, 3.17555, 1.71916], [-2.39636, 2.01794, 0.12786], [-1.33372, 2.49166, -1.33390], [-1.90569, 3.69199, -0.29324]]
}

Going by the computed energies, the most stable comes first: run two, run one.

Run one
{
  "formula": "C7H23NO4",
  "method": "the ωB97M-V functional and the def2-TZVPD basis",
  "lumo_ha": 0.010,
  "mol_weight_g_mol": 185.3,
  "smiles": "C=C(C)CC[C@H](C)N.O.O.O.O",
  "orbital_gap_ev": 9.0,
  "homo_energy_ev": -8.697,
  "elements": ["C", "C", "C", "C", "C", "C", "C", "N", "H", "H", "H", "H", "H", "H", "H", "H", "H", "H", "H", "H", "H", "H", "H", "O", "H", "H", "O", "H", "H", "O", "H", "H", "O", "H", "H"],
  "xyz": [[-1.03368, -2.15980, -1.93436], [-0.94677, -1.35305, -0.87738], [-0.64583, -1.89494, 0.47656], [-0.79161, 0.12800, -1.05026], [0.66463, 0.49898, -1.46918], [1.69632, 0.68464, -0.40469], [1.96273, 2.27943, -0.34388], [2.98412, 0.02304, -0.60117], [-1.06586, -3.24618, -1.93067], [-1.28495, -1.86917, -2.96905], [0.31301, -1.58312, 0.87872], [-0.87254, -2.92803, 0.55297], [-1.58365, -1.60311, 1.07169], [-1.51207, 0.51728, -1.76227], [-1.04216, 0.49463, -0.05522], [0.49565, 1.37162, -2.11045], [1.03973, -0.12620, -2.26269], [1.25777, 0.57081, 0.58592], [2.56565, 2.60281, -1.20484], [0.97844, 2.74324, -0.52461], [2.37945, 2.47246, 0.62159], [3.32903, 0.22084, -1.52881], [3.69171, 0.30646, 0.06258], [0.85198, 1.74489, 3.03607], [-0.10043, 1.75157, 2.80603], [0.99909, 2.59894, 3.45364], [0.65996, -4.29351, 0.71796], [0.60106, -4.13562, -0.23305], [1.23835, -3.56351, 0.97508], [-1.75141, 1.58925, 2.32980], [-1.76633, 1.22272, 1.43723], [-2.57633, 1.57604, 2.80759], [-3.49021, 0.90311, 0.17638], [-3.68275, 1.83964, 0.01841], [-3.56212, 0.61585, -0.74563]]
}

Run two
{
  "formula": "C7H23NO4",
  "method": "the ωB97M-V functional and the def2-TZVPD basis",
  "lumo_ha": 0.018,
  "mol_weight_g_mol": 185.3,
  "smiles": "CCC/C=C/NCC.O.O.O.O",
  "orbital_gap_ev": 8.8,
  "homo_energy_ev": -8.328,
  "elements": ["C", "C", "C", "C", "C", "N", "C", "C", "H", "H", "H", "H", "H", "H", "H", "H", "H", "H", "H", "H", "H", "H", "H", "O", "H", "H", "O", "H", "H", "O", "H", "H", "O", "H", "H"],
  "xyz": [[-0.44119, -0.12751, -2.56870], [0.91792, -0.87878, -2.43773], [1.62163, -0.38043, -1.20411], [0.89128, -0.52956, 0.05443], [1.33745, -1.13275, 1.19335], [0.48408, -1.26682, 2.26972], [-0.53639, -0.14240, 2.52319], [0.03042, 1.27600, 2.52377], [-0.24631, 1.03481, -2.73453], [-1.09098, -0.49991, -3.47886], [-0.97261, -0.35379, -1.68222], [0.88115, -2.01823, -2.53956], [1.52558, -0.45843, -3.25922], [2.60187, -0.78298, -1.29559], [1.87919, 0.71510, -1.43361], [-0.05073, 0.04030, -0.03484], [2.34201, -1.52806, 1.35732], [1.07034, -1.56233, 3.18930], [-1.24967, -0.39609, 1.83558], [-0.99889, -0.32817, 3.52702], [0.17502, 1.64637, 3.53491], [-0.77545, 1.84503, 2.09687], [0.94998, 1.31978, 2.00132], [-1.80769, -2.74086, -1.30281], [-1.33656, -2.98095, -0.52399], [-2.00524, -1.75024, -1.53750], [-3.33688, 0.49341, 0.14242], [-2.80398, 1.22060, 0.28689], [-3.37340, -0.22645, 0.73623], [3.49702, 1.28227, 0.45094], [2.52339, 1.08993, 0.26485], [3.60865, 0.62296, 1.12671], [-1.93112, 2.69516, -0.78052], [-2.33828, 2.39247, -1.48425], [-1.04160, 2.41054, -0.81679]]
}

Going by the computed energies, the most stable comes first: run one, run two.

Run one
{
  "formula": "C2H6N4S",
  "method": "the ωB97M-V functional and the def2-TZVPD basis",
  "lumo_ha": 0.030,
  "mol_weight_g_mol": 118.2,
  "smiles": "[H]/N=C\\NS/C=N/N",
  "orbital_gap_ev": 9.1,
  "homo_energy_ev": -8.322,
  "elements": ["H", "N", "C", "N", "S", "C", "N", "N", "H", "H", "H", "H", "H"],
  "xyz": [[-1.86001, -0.48729, -1.71669], [-2.12172, -1.09454, -0.93753], [-2.01349, -0.69434, 0.23865], [-1.63325, 0.59129, 0.72662], [-0.76513, 1.65951, -0.23116], [0.87177, 0.97096, -0.43909], [1.19123, -0.18267, 0.05793], [2.45407, -0.57029, -0.04037], [-2.29243, -1.31881, 1.06002], [-1.22757, 0.49124, 1.68705], [1.56874, 1.63460, -0.97554], [3.15431, 0.12744, -0.25437], [2.67347, -1.12709, 0.82448]]
}

Run two
{
  "formula": "C2H6N4S",
  "method": "the ωB97M-V functional and the def2-TZVPD basis",
  "lumo_ha": 0.018,
  "mol_weight_g_mol": 118.2,
  "orbital_gap_ev": 8.7,
  "homo_energy_ev": -8.166,
  "elements": ["C", "C", "N", "N", "N", "N", "S", "H", "H", "H", "H", "H", "H"],
  "xyz": [[-0.35277, -0.18374, 0.67676], [0.38006, -0.90304, -0.50396], [-1.96373, 1.43043, -0.45836], [0.03576, 1.20715, 0.65897], [-0.66620, 1.95144, -0.16576], [-2.06040, 0.27872, -0.03278], [-3.32027, -0.65531, 0.11331], [-0.56362, -0.69067, 1.54724], [-0.01702, -0.59704, -1.44572], [0.20928, -2.02805, -0.46232], [1.40109, -0.76242, -0.56202], [-0.16466, 1.48565, 1.58660], [-0.10506, 2.12364, -0.94936]]
}

Run three
{
  "formula": "C2H6N4S",
  "method": "the ωB97M-V functional and the def2-TZVPD basis",
  "lumo_ha": 0.030,
  "mol_weight_g_mol": 118.2,
  "smiles": "NN1NC=CN1S",
  "orbital_gap_ev": 8.2,
  "homo_energy_ev": -7.345,
  "elements": ["N", "N", "N", "C", "C", "N", "S", "H", "H", "H", "H", "H", "H"],
  "xyz": [[-1.80303, 0.77918, 0.57719], [-0.62808, 0.56623, -0.14637], [0.46278, 1.17443, 0.57414], [1.59411, 0.30442, 0.54628], [1.30073, -0.89845, 0.07890], [-0.14723, -0.80700, -0.35999], [-0.44488, -1.00625, -2.14218], [-1.72937, 0.36739, 1.51584], [-2.52560, 0.30434, 0.10241], [0.74384, 2.14850, 0.55860], [2.51252, 0.79562, 0.94344], [1.86702, -1.75658, -0.24227], [-1.20282, -1.97183, -2.00597]]
}

Going by the computed energies, the most stable comes first: run one, run two, run three.